[1]
Density functional theory data (wB97M-V/def2-TZVPD) for a structure of composition C14H29MnNSi2 in a non-equilibrium geometry.

## Properties
2S+1 = 6
E_tot = -63549.249 eV
Net charge = -2
Lowest unoccupied orbital energy (alpha / beta) = 5.080 / 5.024 eV

XYZ file:
```
47
Properties=species:S:1:pos:R:3:forces:R:3:mulliken_spin:R:1
C -3.24855 0.41008 -1.72936 -0.32 -1.42 -1.85 -0.0452
C -3.38574 -0.79102 -0.92313 -0.19 -0.51 -1.46 -0.0043
C -2.29499 -1.66322 -1.23158 -1.30 -0.62 -1.59 0.0693
C -1.51384 -1.04461 -2.28444 -1.16 0.06 -0.30 0.2089
C -2.09043 0.23619 -2.58278 -1.82 -1.28 -1.17 0.0717
Mn -1.54457 0.19414 -0.54267 2.84 -1.06 2.89 4.9023
N -1.25372 2.02849 -0.58300 0.68 3.31 -0.35 0.1588
C -2.30170 2.19793 0.41519 0.12 1.10 0.34 0.0083
C -2.53116 0.81630 1.01606 -0.65 0.50 1.00 -0.1740
H -2.11979 -2.64573 -0.79140 0.01 0.53 -0.10 -0.0931
H -4.19404 -1.00564 -0.21929 0.55 0.19 -0.24 -0.0535
H -0.68943 -1.49408 -2.82890 -0.14 0.18 0.43 -0.0699
H -1.75246 0.91638 -3.36531 -0.04 -0.14 0.51 0.0173
H -3.94118 1.25240 -1.76437 0.45 -0.25 0.27 -0.0063
H -3.59578 0.58210 1.08840 0.25 -0.01 0.36 0.0004
H -1.96134 2.89449 1.19717 -0.45 0.25 0.02 -0.0214
H -1.17664 2.81838 -1.22780 -0.17 -0.05 0.19 0.0218
H -1.97945 0.61338 1.93478 -0.24 0.14 0.05 0.0521
H -3.24850 2.58443 -0.02726 0.15 -0.02 0.27 0.0072
C 2.51863 1.65127 0.35171 0.24 0.29 0.04 0.0048
Si 1.17382 0.88740 1.43028 -0.96 -1.16 -0.67 -0.5613
C 1.98706 0.01874 2.89818 0.14 0.26 0.13 1.4275
C 0.28860 2.34261 2.22650 0.23 0.45 0.23 -0.2448
C 0.10149 -0.39197 0.48701 1.97 -0.49 0.47 -3.1760
Si 1.33146 -1.47944 -0.50653 -0.76 0.73 1.19 0.1951
C 2.93913 -1.94003 0.39253 0.13 -0.12 -0.25 1.4938
C 0.60237 -3.17648 -0.86076 0.09 -0.41 -0.34 -0.0011
C 1.84683 -0.62378 -2.10572 0.15 -0.20 -0.42 -0.1469
H 3.04127 2.39684 0.97286 -0.08 -0.06 -0.18 0.0933
H 2.08129 2.17144 -0.51433 0.06 -0.13 0.24 -0.0354
H 3.27412 0.94151 -0.00827 -0.22 0.18 0.08 0.1445
H 2.55300 0.78251 3.45250 -0.05 -0.23 0.10 -0.1073
H 1.20711 -0.38794 3.55940 0.21 0.06 -0.08 -0.0558
H 2.67153 -0.79047 2.62685 -0.19 0.22 0.13 0.4551
H 0.07821 3.12923 1.48934 -0.06 -0.30 0.15 0.0350
H -0.63215 2.05482 2.74969 0.19 0.09 -0.16 0.0907
H 0.97559 2.76544 2.97555 -0.09 -0.05 -0.04 -0.0405
H -0.38104 -1.02498 1.26376 0.44 -0.04 -0.12 -0.1918
H 2.72376 -2.48221 1.32444 0.04 0.09 -0.23 0.5484
H 3.49578 -2.62410 -0.26667 -0.03 0.10 0.13 -0.2752
H 3.59868 -1.09341 0.62177 -0.14 -0.23 0.00 0.2009
H -0.21788 -3.19243 -1.58305 0.13 -0.03 0.12 0.0877
H 1.40735 -3.80893 -1.26400 -0.16 0.01 0.11 -0.2966
H 0.24944 -3.63496 0.07469 0.11 0.12 -0.17 0.1571
H 0.99452 -0.32203 -2.72886 0.26 0.01 0.21 -0.1508
H 2.45798 0.26932 -1.92774 -0.15 -0.25 0.03 0.2413
H 2.45535 -1.33841 -2.68145 -0.07 0.17 0.00 0.0580
```
Positions in Å, forces in eV/Å.

[2]
Density functional theory data (wB97M-V/def2-TZVPD) for the molecule C4H4N2S2 in a non-equilibrium geometry.

## Properties
2S+1 = 1
E_tot = -28862.179 eV
SMILES = N#CC(S)(C#N)CS
ΔE to the lowest compared entry with this formula, charge and spin = 131.2 kJ/mol
Lowest unoccupied orbital energy = 0.227 eV

XYZ file:
```
12
Properties=species:S:1:pos:R:3:forces:R:3:lowdin_charge:R:1
N 0.23404 -2.15926 1.65314 0.12 0.85 -0.53 0.2038
C 0.36374 -1.18793 1.04275 -0.17 -0.86 0.49 -0.2768
C 0.49891 0.00666 0.19350 -0.07 -0.05 0.09 -0.8280
S 2.14231 -0.15814 -0.61365 0.10 -0.02 0.00 0.8457
C 0.46664 1.21567 1.03562 -0.05 0.71 0.33 -0.2573
N 0.45165 2.19765 1.64159 0.02 -0.78 -0.49 0.1973
C -0.63190 0.02029 -0.86520 0.02 0.18 -0.15 -0.5679
S -2.30571 0.09950 -0.18245 0.14 0.05 -0.04 0.7561
H 2.10786 1.05728 -1.17488 -0.03 0.06 -0.01 -0.1029
H -0.50828 -0.84522 -1.51713 0.01 0.04 0.14 0.0811
H -0.49632 0.91395 -1.48302 -0.07 -0.11 0.14 0.0807
H -2.32294 -1.16045 0.26972 -0.02 -0.05 0.03 -0.1319
```
Positions in Å, forces in eV/Å.

Please write out number 2 again, unchanged.
Density functional theory data (wB97M-V/def2-TZVPD) for the molecule C4H4N2S2 in a non-equilibrium geometry.

## Properties
2S+1 = 1
E_tot = -28862.179 eV
SMILES = N#CC(S)(C#N)CS
ΔE to the lowest compared entry with this formula, charge and spin = 131.2 kJ/mol
Lowest unoccupied orbital energy = 0.227 eV

XYZ file:
```
12
Properties=species:S:1:pos:R:3:forces:R:3:lowdin_charge:R:1
N 0.23404 -2.15926 1.65314 0.12 0.85 -0.53 0.2038
C 0.36374 -1.18793 1.04275 -0.17 -0.86 0.49 -0.2768
C 0.49891 0.00666 0.19350 -0.07 -0.05 0.09 -0.8280
S 2.14231 -0.15814 -0.61365 0.10 -0.02 0.00 0.8457
C 0.46664 1.21567 1.03562 -0.05 0.71 0.33 -0.2573
N 0.45165 2.19765 1.64159 0.02 -0.78 -0.49 0.1973
C -0.63190 0.02029 -0.86520 0.02 0.18 -0.15 -0.5679
S -2.30571 0.09950 -0.18245 0.14 0.05 -0.04 0.7561
H 2.10786 1.05728 -1.17488 -0.03 0.06 -0.01 -0.1029
H -0.50828 -0.84522 -1.51713 0.01 0.04 0.14 0.0811
H -0.49632 0.91395 -1.48302 -0.07 -0.11 0.14 0.0807
H -2.32294 -1.16045 0.26972 -0.02 -0.05 0.03 -0.1319
```
Positions in Å, forces in eV/Å.

Q: Number 2 is which compound?
A: C4H4N2S2